C5H14N2 | ωB97M-V/def2-TZVPD

```
21
Properties=species:S:1:pos:R:3:forces:R:3:nbo_charge:R:1
C -1.647805 -0.186969 2.026683 -0.78 -0.77 -0.91 -0.617
C -0.577160 -0.773921 1.108498 -0.08 1.57 -0.08 -0.395
C -0.384261 0.138156 -0.162496 1.22 -2.61 1.37 -0.047
C -1.596705 0.001527 -1.051620 0.96 0.94 -1.27 -0.633
N 0.748868 -0.511191 -0.882904 0.10 0.38 -0.95 -0.643
C 2.095105 -0.092356 -0.487703 -1.62 0.20 0.87 -0.056
N 2.560444 1.215268 -0.896678 0.99 0.41 -0.74 -0.877
H -1.798850 -0.754378 2.945441 0.61 0.35 0.30 0.213
H -1.315551 0.845668 2.135242 -0.62 0.08 0.69 0.203
H -2.651667 -0.260208 1.581617 0.25 0.53 -0.15 0.194
H 0.308182 -0.675517 1.748007 0.32 -0.77 -0.56 0.196
H -0.762354 -1.763797 0.693482 0.15 -0.16 0.51 0.210
H -0.014326 1.118405 0.155505 -0.91 0.40 -0.12 0.173
H -1.504224 -0.941955 -1.592156 0.06 -0.09 0.09 0.218
H -2.592044 0.015310 -0.637940 -0.07 0.45 0.44 0.222
H -1.429140 0.797598 -1.793803 -0.83 -0.19 -0.14 0.208
H 0.677886 -0.372208 -1.893936 -0.22 -0.02 0.31 0.346
H 2.045649 -0.085023 0.607976 0.40 -0.31 -0.09 0.167
H 2.752085 -0.882442 -0.836894 0.46 0.26 0.09 0.193
H 1.923767 1.986075 -1.060658 -0.42 -0.51 0.42 0.366
H 3.162101 1.181960 -1.705664 0.03 -0.13 -0.06 0.358
```
Forces are in eV/Å.

Summary:
**Gap between HOMO and LUMO**: 9.64 eV
**Total energy**: -308.381527 Ha
**HOMO**: -8.50 eV
**Largest force on an atom**: 3.2 eV/A
**SMILES string**: CC[C@H](C)NCN
**LUMO**: 1.14 eV